# 1
{"formula": "C14H22GeIN4O3PdS3", "method": "the ωB97M-V functional and the def2-TZVPD basis", "elements": ["Pd", "N", "C", "N", "S", "H", "H", "H", "H", "N", "C", "O", "C", "I", "H", "H", "H", "H", "C", "Ge", "C", "C", "C", "H", "H", "H", "H", "H", "H", "H", "H", "H", "H", "O", "S", "O", "N", "C", "S", "C", "C", "C", "C", "C", "C", "H", "H", "H", "H"], "coordinates": [[-0.4513, 0.3804, 0.1375], [-4.5623, -0.6436, 1.3326], [-3.3534, -0.0978, 1.4112], [-2.7038, -0.0711, 2.5512], [-2.7579, 0.6517, -0.0388], [-4.9932, -1.0809, 2.1308], [-4.9631, -0.8138, 0.4263], [-2.9925, -0.6593, 3.3176], [-1.7946, 0.3917, 2.6166], [-1.0206, 3.5916, 2.3353], [-0.0772, 2.6990, 2.6944], [-0.3031, 1.4967, 2.7706], [1.2971, 3.2413, 2.9806], [2.2671, 3.7131, 1.1351], [-1.9547, 3.2661, 2.1460], [-0.8282, 4.5775, 2.2985], [1.8896, 2.4743, 3.4654], [1.2791, 4.1572, 3.5636], [0.1304, 3.3976, -3.7167], [-0.0036, 1.6219, -2.9356], [-1.5141, 0.5808, -3.5799], [1.6698, 0.6146, -2.9675], [-0.2597, 1.8328, -0.9655], [0.3372, 3.3110, -4.7834], [0.9401, 3.9630, -3.2565], [-0.7999, 3.9509, -3.5943], [-1.3519, 0.3462, -4.6322], [-2.4480, 1.1338, -3.4916], [-1.5998, -0.3520, -3.0233], [2.0729, 0.6329, -3.9799], [1.4844, -0.4185, -2.6758], [2.4069, 1.0390, -2.2877], [-0.1270, 2.7917, -0.4479], [2.1465, -0.8618, 2.6504], [1.4984, -1.1132, 1.4088], [1.6318, -0.0162, 0.3985], [-0.1189, -1.3530, 1.4352], [-0.4442, -2.5980, 0.9524], [-1.9749, -3.1429, 0.7625], [0.7652, -3.3862, 0.5802], [0.8234, -4.6891, 0.1119], [2.0682, -5.2222, -0.1889], [3.2362, -4.4789, -0.0212], [3.1883, -3.1767, 0.4558], [1.9360, -2.6632, 0.7308], [-0.0870, -5.2603, -0.0080], [2.1375, -6.2374, -0.5556], [4.1921, -4.9260, -0.2577], [4.0866, -2.5944, 0.6084]], "forces_ev_per_angstrom": [[0.0, 0.0, 0.1], [0.0, 0.0, 0.0], [0.0, 0.0, -0.1], [0.1, 0.0, 0.0], [0.1, -0.1, 0.0], [0.0, 0.0, 0.0], [0.0, 0.0, 0.0], [0.0, 0.0, 0.0], [0.0, 0.0, 0.0], [0.0, 0.0, 0.0], [-0.1, 0.0, 0.0], [0.0, 0.0, 0.0], [0.0, 0.0, 0.0], [0.1, 0.0, 0.0], [0.0, 0.0, 0.0], [0.0, 0.0, 0.0], [0.0, 0.0, 0.0], [0.0, 0.0, 0.0], [0.0, 0.0, 0.0], [0.1, 0.0, 0.0], [0.0, 0.0, 0.0], [0.0, 0.0, 0.0], [-0.1, 0.1, 0.0], [0.0, 0.0, 0.0], [0.0, 0.0, 0.0], [0.0, 0.0, 0.0], [0.0, 0.0, 0.0], [0.0, 0.0, 0.0], [0.0, 0.0, 0.0], [0.0, 0.0, 0.0], [0.0, 0.0, 0.0], [0.0, 0.0, 0.0], [-0.1, 0.0, -0.1], [0.0, 0.0, 0.0], [-0.1, -0.1, -0.1], [0.0, 0.0, 0.1], [0.1, 0.0, -0.1], [0.0, 0.0, 0.1], [0.0, 0.0, 0.0], [0.0, 0.0, 0.0], [0.0, 0.0, 0.0], [0.0, 0.0, 0.0], [0.0, 0.0, 0.0], [0.0, 0.0, 0.0], [0.0, 0.0, 0.1], [0.0, 0.0, 0.0], [0.0, 0.0, 0.0], [0.0, 0.0, 0.0], [0.0, 0.0, 0.0]], "relative_energy_kcal_mol": 65.5, "homo_ev": -11.1145, "total_charge": 1, "e_lumo_ev": -4.7}



# 2
{"formula": "C22H47N3", "method": "the ωB97M-V functional and the def2-TZVPD basis", "elements": ["C", "C", "C", "C", "C", "C", "N", "C", "N", "C", "C", "N", "C", "C", "C", "C", "C", "C", "C", "C", "C", "C", "C", "C", "C", "H", "H", "H", "H", "H", "H", "H", "H", "H", "H", "H", "H", "H", "H", "H", "H", "H", "H", "H", "H", "H", "H", "H", "H", "H", "H", "H", "H", "H", "H", "H", "H", "H", "H", "H", "H", "H", "H", "H", "H", "H", "H", "H", "H", "H", "H", "H"], "coordinates": [[2.6583, -1.2245, -2.7967], [1.6528, -0.1852, -2.3162], [1.9701, 1.2063, -2.8604], [0.9774, 2.2706, -2.3882], [1.2053, 2.7277, -0.9366], [2.2827, 3.8281, -0.8459], [1.7629, 5.1031, -1.3035], [2.7170, 6.1829, -1.1730], [-0.0690, 3.1460, -0.3737], [-0.1445, 3.1469, 1.0802], [-0.3916, 1.7348, 1.6451], [-1.8230, 1.4743, 1.6877], [-2.4884, 1.3564, 0.4059], [-2.0281, 0.2010, -0.5002], [-2.1139, -1.1674, 0.1718], [-1.6743, -2.2839, -0.7728], [-1.7465, -3.6831, -0.1516], [-0.6742, -3.8907, 0.9200], [-0.7553, -5.2934, 1.5153], [-0.6021, -6.3499, 0.4267], [-1.6693, -6.1567, -0.6452], [-1.5860, -4.7524, -1.2353], [0.2134, 1.5905, 3.0565], [-0.4978, 2.4858, 4.0675], [0.1999, 0.1367, 3.5333], [2.4090, -2.2090, -2.4070], [3.6622, -0.9688, -2.4641], [2.6620, -1.2778, -3.8834], [0.6508, -0.4730, -2.6427], [1.6539, -0.1646, -1.2245], [2.9831, 1.4886, -2.5636], [1.9496, 1.1620, -3.9521], [1.0314, 3.1343, -3.0538], [-0.0371, 1.8753, -2.4583], [1.5615, 1.8712, -0.3556], [3.1822, 3.5096, -1.4019], [2.5767, 3.9608, 0.2006], [1.4764, 5.0234, -2.2756], [2.2710, 7.0988, -1.5573], [3.6637, 5.9996, -1.7052], [2.9437, 6.3237, -0.1154], [-0.2630, 4.0811, -0.7195], [0.7640, 3.5653, 1.5396], [-0.9886, 3.7730, 1.3718], [0.1347, 1.0155, 0.9934], [-1.9912, 0.6278, 2.2206], [-3.5560, 1.2417, 0.6203], [-2.3393, 2.2931, -0.1334], [-1.0007, 0.3872, -0.8136], [-2.6522, 0.2064, -1.3965], [-3.1414, -1.3506, 0.4984], [-1.4747, -1.1748, 1.0562], [-2.3139, -2.2603, -1.6593], [-0.6501, -2.0932, -1.1032], [-2.7318, -3.8074, 0.3129], [-0.7913, -3.1558, 1.7183], [0.3118, -3.7444, 0.4714], [0.0238, -5.4198, 2.2706], [-1.7219, -5.4209, 2.0087], [-0.6835, -7.3489, 0.8605], [0.3878, -6.2617, -0.0275], [-1.5434, -6.8991, -1.4364], [-2.6572, -6.3048, -0.2023], [-0.6178, -4.6219, -1.7252], [-2.3619, -4.6263, -1.9941], [1.2630, 1.9013, 2.9872], [-0.3636, 3.5335, 3.8149], [-0.0989, 2.3177, 5.0657], [-1.5619, 2.2692, 4.0701], [0.7790, 0.0397, 4.4492], [0.6372, -0.5212, 2.7840], [-0.8129, -0.1995, 3.7459]], "forces_ev_per_angstrom": [[-0.2, 0.1, 0.1], [0.2, 0.1, -0.2], [-0.3, 0.0, 0.1], [0.3, -0.1, 0.1], [0.0, 0.0, -0.2], [-0.1, -0.2, 0.1], [-0.2, -0.1, -0.3], [0.1, 0.0, 0.0], [-0.2, 0.1, -0.1], [0.1, -0.3, 0.0], [0.2, 0.3, 0.1], [0.1, -0.3, 0.3], [-0.2, -0.1, -0.4], [-0.1, 0.1, 0.5], [0.2, 0.1, -0.4], [-0.3, -0.1, 0.4], [0.4, 0.2, -0.4], [-0.4, -0.1, 0.2], [0.3, 0.0, -0.1], [-0.3, -0.1, 0.2], [0.3, 0.0, -0.2], [-0.4, -0.1, 0.3], [-0.2, -0.1, -0.1], [0.2, -0.1, -0.1], [0.1, 0.3, -0.1], [0.0, -0.1, 0.0], [0.1, 0.0, 0.0], [0.0, 0.0, -0.1], [-0.1, 0.0, 0.1], [-0.1, 0.0, 0.1], [0.1, 0.0, -0.1], [0.1, 0.0, 0.0], [-0.1, 0.1, -0.1], [0.0, 0.0, 0.0], [0.0, 0.0, 0.0], [0.0, 0.0, 0.1], [0.1, 0.0, 0.0], [0.1, 0.0, 0.1], [0.1, 0.1, 0.0], [0.0, 0.0, 0.1], [0.0, 0.1, 0.0], [0.0, -0.1, 0.1], [0.0, 0.0, 0.1], [0.0, 0.0, 0.1], [0.0, 0.0, 0.0], [0.0, 0.1, 0.0], [0.0, 0.0, -0.1], [-0.2, -0.1, 0.0], [0.1, 0.0, -0.1], [0.0, 0.0, -0.1], [-0.1, 0.0, 0.1], [0.0, 0.0, 0.1], [0.0, 0.0, -0.1], [0.1, 0.0, -0.1], [0.0, 0.0, 0.0], [0.1, 0.1, 0.0], [0.1, 0.1, 0.0], [-0.1, 0.0, 0.1], [0.0, 0.0, 0.1], [0.1, 0.0, 0.0], [0.1, 0.0, 0.0], [-0.1, 0.0, 0.0], [-0.1, 0.0, 0.0], [0.1, 0.0, -0.1], [0.0, 0.1, -0.1], [-0.1, 0.0, -0.1], [0.0, 0.2, 0.0], [0.0, 0.0, 0.1], [-0.1, 0.0, 0.1], [0.0, -0.1, 0.1], [0.0, -0.1, -0.1], [-0.1, -0.1, 0.1]], "relative_energy_kcal_mol": 5.4, "homo_ev": -8.1789, "smiles": "CCCC[C@@H](CNC)NC[C@H](NCCCCC1CCCCC1)C(C)C", "e_lumo_ev": 0.9}



# 3
{"formula": "C5H8N2", "method": "the ωB97M-V functional and the def2-TZVPD basis", "elements": ["C", "C", "C", "C", "N", "C", "N", "H", "H", "H", "H", "H", "H", "H", "H"], "coordinates": [[-0.7215, 1.1020, 0.0194], [-0.1445, -0.2497, -0.1560], [1.3911, -0.2626, -0.3967], [1.9579, 0.9141, 0.3163], [1.2227, 1.8176, 0.6497], [-0.7529, -1.4170, 0.5229], [-0.8208, -1.3002, -0.9362], [-0.9562, 1.6324, -0.9068], [-1.5196, 1.1812, 0.7607], [0.4091, 2.3698, 0.9084], [1.6163, -0.1291, -1.4628], [1.8487, -1.2096, -0.0954], [-1.6566, -1.2436, 1.1059], [-0.1317, -2.2362, 0.8821], [-1.7420, -0.9691, -1.2114]], "forces_ev_per_angstrom": [[-0.3, -0.2, -0.2], [0.2, 0.1, 0.1], [0.0, -0.1, 0.0], [-0.5, 0.3, 0.1], [0.4, -0.3, -0.1], [0.0, -0.1, 0.3], [-0.2, 0.1, -0.2], [0.1, 0.0, 0.1], [0.2, 0.0, -0.1], [0.1, 0.0, 0.0], [0.0, 0.0, 0.1], [-0.1, 0.1, 0.0], [0.1, 0.0, -0.1], [-0.1, 0.2, -0.1], [0.1, -0.1, 0.0]], "relative_energy_kcal_mol": 131.6, "homo_ev": [-7.4181, -7.5469], "e_lumo_ev": [0.4, 0.4]}



# 4
{"formula": "C7H16F3FeHgN2O7S", "method": "the ωB97M-V functional and the def2-TZVPD basis", "elements": ["Hg", "Fe", "O", "H", "O", "H", "C", "F", "F", "F", "S", "O", "O", "O", "C", "O", "N", "C", "C", "H", "H", "H", "H", "H", "H", "H", "C", "O", "N", "C", "C", "H", "H", "H", "H", "H", "H", "H"], "coordinates": [[21.3204, -15.1781, -18.9986], [25.2488, -15.5286, -19.2646], [23.3563, -15.8501, -19.8138], [23.2364, -16.1477, -20.7239], [25.5816, -14.0749, -20.4184], [26.3356, -14.0062, -21.0105], [21.6707, -16.4514, -23.2576], [20.7632, -16.7368, -24.1791], [21.7434, -17.4573, -22.3723], [22.8242, -16.3341, -23.9092], [21.2946, -14.7877, -22.4261], [22.5751, -14.1539, -22.4010], [20.3115, -14.1575, -23.2459], [20.7400, -15.2440, -21.1157], [20.5855, -18.5031, -18.4104], [20.6383, -17.2681, -18.4846], [21.5940, -19.3494, -18.4163], [21.3741, -20.7889, -18.3128], [22.9603, -18.9366, -18.6748], [19.6458, -19.0298, -18.2017], [22.2270, -21.4441, -18.1777], [20.8645, -21.1112, -19.2245], [20.6998, -21.0246, -17.4876], [23.1759, -18.9875, -19.7432], [23.2022, -17.9460, -18.2983], [23.6784, -19.5716, -18.1559], [26.0133, -18.0569, -21.5561], [25.7569, -17.0547, -20.8785], [27.0575, -18.1525, -22.3698], [27.2520, -19.3695, -23.1415], [28.0160, -17.0827, -22.5289], [25.4012, -18.9652, -21.5148], [28.2558, -19.7126, -22.8846], [27.2617, -19.2150, -24.2248], [26.4506, -20.0906, -23.0099], [28.9961, -17.4211, -22.1792], [28.0623, -16.7921, -23.5772], [27.7957, -16.2221, -21.9052]], "forces_ev_per_angstrom": [[1.1, -1.0, -1.9], [-0.2, 0.9, -3.3], [-0.5, 0.1, 2.0], [0.0, 0.3, 0.0], [0.2, -0.9, 1.5], [0.0, 0.0, 0.1], [-0.4, 0.9, -0.6], [-0.4, -0.3, 0.4], [0.2, -0.1, 0.0], [0.4, -0.3, 0.4], [0.2, 0.5, -2.0], [0.3, -0.3, 1.0], [-0.3, -0.4, 0.3], [-0.4, -0.1, 1.0], [-0.2, -0.6, 0.9], [-0.1, 0.3, 0.0], [1.5, 0.0, 0.2], [-1.8, -0.6, -0.4], [0.8, 0.2, 0.0], [-0.2, 0.4, -0.2], [0.6, 0.7, 0.0], [0.1, -0.2, 0.0], [0.0, 0.2, 0.0], [0.0, 0.2, 0.0], [-0.6, 0.2, -0.3], [-0.3, -0.4, 0.0], [0.5, 0.3, 0.1], [-0.2, 0.1, 0.8], [-1.1, -0.2, 0.0], [0.8, 0.2, -0.6], [0.6, 0.1, 0.2], [-0.1, 0.1, 0.0], [-0.3, -0.7, 0.0], [0.0, 0.6, 0.1], [0.2, -0.1, 0.6], [0.0, -0.2, -0.3], [0.1, 0.1, 0.0], [-0.5, -0.1, -0.1]], "homo_ev": [-12.5475, -12.4777], "multiplicity": 5, "total_charge": 1, "e_lumo_ev": [-6.3, -6.3]}



| no. | DFT total energy (Ha) |
| --- | --- |
| 1 | -4688.2418 |
| 2 | -1030.7350 |
| 3 | -304.6258 |
| 4 | -3027.1019 |